Density functional theory data (ωB97M-V/def2-TZVPD) for 2 unconnected molecules or ions with the total composition C3H8F2O in a non-equilibrium geometry.

Element x y z (Å)
F: 0.71699 -0.66949 1.25469
F: 1.92011 0.48031 -0.24184
O: 0.02822 3.05154 1.82729
C: 0.75849 0.00090 0.07797
C: 0.39567 -0.94205 -1.02570
C: -1.11689 -1.40239 -0.88007
H: 0.00744 0.80964 0.18636
H: -0.70491 2.43748 2.05903
H: 0.82972 2.64226 2.22522
H: -1.25129 -1.84440 0.12152
H: -1.52472 -2.10053 -1.63033
H: 1.19956 -1.69783 -1.11527
H: -1.68870 -0.46043 -0.92854
H: 0.43037 -0.30497 -1.93034

Forces on atoms 1 to 6 (eV/Å):
0.94 -0.13 1.01
2.88 1.25 0.65
0.04 -1.08 0.56
-3.69 -0.70 -1.02
-1.61 -0.21 -1.22
1.08 0.27 0.49

Results
- HOMO energy (eV) = -11.52
- DFT total energy (hartree) = -394.06352
- SMILES = CCC(F)F.O
- gap between HOMO and LUMO (eV) = 12.3

***

Density functional theory data (ωB97M-V/def2-TZVPD) for a molecular structure, C27H20Cl3N2PPtS4Sb.

Element x y z (Å)
Pt: 0.53876 -0.04412 -1.14954
Sb: 3.45065 -1.22668 -2.29756
Cl: 0.68257 -0.07051 -6.49621
Cl: -2.21485 1.75697 0.83114
Cl: -2.12373 -1.21454 -1.77461
S: 1.99845 0.08205 -3.86462
S: 1.51234 -2.13832 -1.24554
S: 3.33053 1.07588 -1.64322
S: -1.66765 3.50079 -2.91985
P: 0.44872 -0.16727 1.09301
N: 0.46394 -0.24045 -3.24824
N: -0.25431 1.85274 -1.62745
C: -1.43886 2.00784 -2.15658
C: -0.87553 -1.28148 1.69532
C: -1.80806 -0.88256 2.64656
C: -1.81296 -0.77328 -6.21414
C: 1.93465 -0.88702 1.88418
C: 3.19099 -0.39740 1.53530
C: 4.23283 -1.87504 3.11834
C: 1.02484 2.98597 3.69286
C: -1.86960 -0.96572 -3.49426
C: -0.61225 -0.56509 -4.05289
C: -1.03959 3.41574 2.55826
C: 2.98545 -2.35789 3.48091
C: 1.83930 -1.86171 2.87328
C: -0.67142 -0.51095 -5.47321
C: -0.94680 -2.57601 1.18029
C: -2.80612 -1.75262 3.06423
C: -1.93907 -3.44527 1.60215
C: -2.87718 -3.03265 2.53937
C: -3.00365 -1.12151 -5.61322
C: 4.33254 -0.88736 2.14699
C: 1.15294 1.79180 2.99803
C: -3.00937 -1.21814 -4.23658
C: 0.53056 2.96538 -1.81873
C: -0.07628 3.96366 -2.49839
C: -0.89884 2.22195 1.87166
C: -0.06768 3.80440 3.46617
C: 0.20315 1.38590 2.05920
H: -1.91514 4.02523 2.38309
H: 3.27248 0.36848 0.77440
H: -2.20901 1.25763 -2.11906
H: -1.75351 0.10407 3.08660
H: -1.74197 -0.68962 -7.28922
H: 0.87394 -2.24741 3.16991
H: -1.98030 -4.44599 1.19276
H: 2.89841 -3.12429 4.23995
H: -3.65832 -3.70900 2.86105
H: -3.90255 -1.50961 -3.70198
H: 2.01414 1.16751 3.18296
H: -0.22254 -2.90840 0.44882
H: 1.53831 2.97129 -1.43984
H: 5.12475 -2.26465 3.59171
H: -3.89080 -1.31908 -6.19664
H: 0.33022 4.92140 -2.77159
H: -0.17646 4.73803 4.00172
H: 1.78299 3.27186 4.40922
H: -3.52577 -1.42548 3.80338
H: 5.30174 -0.49947 1.86037

Forces on atoms 1 to 6 (eV/Å):
-0.86 0.01 -0.01
-0.27 0.06 0.13
-0.01 0.05 0.07
-0.02 0.02 0.09
-0.01 -0.17 -0.13
-0.07 -0.03 0.00

Results
- 2S+1 = 2
- HOMO energy (spin up / spin down) (eV) = -6.92 / -6.86
- DFT total energy (hartree) = -4824.69430
- ⟨S²⟩ = 0.7566
- gap between HOMO and LUMO (spin up / spin down) (eV) = 7.2 / 5.9

***

Density functional theory data (ωB97M-V/def2-TZVPD) for 2 unconnected molecules or ions with the total composition CH3F2P in a non-equilibrium geometry.

Element x y z (Å)
P: -0.93712 0.61061 0.12011
F: 0.08317 -1.78951 0.09720
F: 1.75373 0.94170 -0.26097
C: 0.15070 -0.61067 -0.44861
H: -1.32871 -0.24103 1.15930
H: -0.35184 1.68063 0.81253
H: 0.63007 -0.59174 -1.47956

Forces on atoms 1 to 6 (eV/Å):
-1.42 0.50 0.23
0.34 0.27 -0.17
-1.56 -1.51 -0.04
3.05 0.88 -1.97
-0.36 0.32 0.42
0.58 -0.32 -0.07

Results
- HOMO energy (spin up / spin down) (eV) = -10.08 / -10.08
- DFT total energy (hartree) = -580.83261
- gap between HOMO and LUMO (spin up / spin down) (eV) = 8.5 / 8.5

***

Density functional theory data (ωB97M-V/def2-TZVPD) for a gas-phase ion, C3H7N2 (charge +1) in a non-equilibrium geometry.

Element x y z (Å)
N: 0.36751 1.42198 0.20058
N: -0.19939 -0.41194 -0.91123
C: 0.05404 0.23924 0.40607
C: 0.09655 -0.81949 1.55796
C: -0.21405 0.30749 -1.92216
H: 0.10275 1.42270 -1.94033
H: -0.38950 0.02287 -2.95426
H: -0.63656 -1.31047 -0.98805
H: 0.68485 2.04674 0.84570
H: -0.44788 -1.67567 1.14136
H: -0.47501 -0.43125 2.45487
H: 1.05668 -0.81219 2.10949

Forces on atoms 1 to 6 (eV/Å):
-1.01 -1.88 -1.42
-1.32 -0.11 0.86
1.65 -0.33 1.34
-1.38 2.73 0.52
1.28 3.64 -3.77
-0.53 -2.10 0.95

Results
- net charge = +1
- HOMO energy (eV) = -15.50
- DFT total energy (hartree) = -227.68828
- SMILES = [H]/N=C(\C)[NH+]=C
- gap between HOMO and LUMO (eV) = 9.9

***

Energy relative to the best compared isomer or geometry (same formula, charge and spin) for the records above, in order: 0.038, 0.765, 3.056, 1.798 eV